1.
Entry from OMol25: a molecular structure, C44H52N7O2PRh in a non-equilibrium geometry (ωB97M-V/def2-TZVPD).

The expectation value of S² is 6.0864. Its total charge is -1. Its spin multiplicity is 5. As for the energy relative to the best compared isomer or geometry (same formula, charge and spin): 10.6 kcal per mole. For the HOMO energy (alpha / beta), the calculation gives -2.25 / -4.25 eV. As for the LUMO energy (alpha / beta): 2.5279 / 2.0841 eV.

Each line ends with the Mulliken spin population.
Element x y z (Å)
Rh: -0.152 0.325 -0.443  1.75
C: -5.083 0.908 3.507  0.02
C: -4.699 0.178 2.386  0.00
C: -3.508 0.452 1.748  0.02
C: -2.643 1.446 2.227  0.04
C: -3.051 2.185 3.347  0.01
C: -4.247 1.913 3.974  -0.01
P: -1.099 1.800 1.304  0.00
C: -0.224 2.808 2.557  0.02
C: 0.000 2.320 3.851  0.03
C: 0.790 3.019 4.742  -0.01
C: 1.403 4.206 4.361  0.03
C: 1.213 4.681 3.072  -0.02
C: 0.421 3.989 2.179  0.04
C: -1.758 3.092 0.193  -0.07
C: -2.412 4.214 0.661  0.00
C: -3.014 5.107 -0.223  0.00
C: -2.987 4.862 -1.572  0.00
C: -2.367 3.707 -2.091  0.01
C: -2.394 3.412 -3.469  -0.01
C: -1.870 2.233 -3.927  0.01
C: -1.211 1.362 -3.049  -0.02
C: -1.103 1.631 -1.701  0.15
C: -1.732 2.798 -1.196  0.22
H: -6.026 0.710 3.997  0.00
H: -5.338 -0.611 2.013  0.00
H: -3.228 -0.103 0.858  0.03
H: -2.423 2.975 3.732  0.00
H: -4.534 2.493 4.842  0.00
H: -0.478 1.397 4.160  0.01
H: 0.926 2.642 5.746  0.00
H: 2.027 4.749 5.058  0.00
H: 1.678 5.609 2.770  0.00
H: 0.268 4.371 1.181  0.01
H: -2.453 4.415 1.721  0.00
H: -3.509 5.989 0.162  0.00
H: -3.463 5.545 -2.261  0.00
H: -2.853 4.118 -4.150  0.00
H: -1.935 1.977 -4.978  0.00
H: -0.792 0.454 -3.459  0.01
C: -1.858 -3.438 1.478  0.00
C: -1.296 -2.395 0.552  0.06
N: -0.712 -1.298 1.009  -0.03
O: -0.776 -1.130 2.424  0.01
C: -1.439 -2.519 -0.847  -0.01
C: -1.922 -3.762 -1.554  0.02
N: -1.128 -1.480 -1.601  0.13
O: -1.289 -1.527 -2.861  0.10
H: -1.534 -3.244 2.497  0.00
H: -1.511 -4.424 1.179  0.00
H: -2.950 -3.430 1.439  0.00
H: -1.581 -0.611 2.592  0.00
H: -2.270 -4.534 -0.877  0.00
H: -1.111 -4.161 -2.168  0.00
H: -2.723 -3.482 -2.239  0.00
C: 2.011 -0.383 3.094  0.03
N: 3.156 -0.500 4.002  0.00
C: 3.904 0.751 3.940  0.00
N: 4.351 1.063 2.586  0.00
C: 3.171 1.139 1.717  0.01
N: 2.414 -0.103 1.722  -0.04
C: 3.286 -1.182 1.281  0.01
N: 4.470 -1.319 2.137  0.00
C: 4.016 -1.566 3.502  0.00
C: 5.179 -0.044 2.118  -0.01
H: 1.373 0.430 3.438  0.00
H: 1.445 -1.314 3.118  0.00
H: 4.781 0.667 4.593  0.00
H: 3.264 1.565 4.295  0.00
H: 3.496 1.354 0.696  0.03
H: 2.526 1.947 2.071  0.00
H: 3.612 -0.987 0.256  0.03
H: 2.724 -2.119 1.313  0.00
H: 4.890 -1.657 4.158  0.00
H: 3.455 -2.507 3.519  0.00
H: 5.498 0.166 1.093  0.00
H: 6.059 -0.125 2.766  0.00
C: 1.833 3.458 -0.768  -0.09
C: 2.646 3.093 -2.004  0.07
C: 1.746 3.067 -3.242  0.02
C: 3.368 1.772 -1.922  0.16
C: 4.736 1.778 -2.090  -0.14
C: 5.457 0.614 -2.314  0.22
C: 4.752 -0.566 -2.500  -0.12
C: 3.389 -0.643 -2.323  0.17
C: 2.689 -1.905 -2.752  0.08
C: 1.674 -1.573 -3.849  0.02
C: 2.039 -2.678 -1.603  0.01
C: 2.648 0.513 -1.862  0.03
N: 1.413 0.405 -1.475  0.95
H: 1.205 4.317 -1.002  0.00
H: 2.483 3.704 0.070  0.00
H: 1.191 2.622 -0.479  0.05
H: 3.408 3.873 -2.153  0.00
H: 0.970 2.319 -3.110  -0.01
H: 2.323 2.819 -4.132  -0.01
H: 1.275 4.038 -3.387  0.00
H: 5.261 2.727 -2.088  0.00
H: 6.533 0.633 -2.427  0.01
H: 5.285 -1.456 -2.814  0.00
H: 3.459 -2.550 -3.197  0.00
H: 0.745 -1.228 -3.412  -0.02
H: 1.465 -2.457 -4.448  0.00
H: 2.056 -0.792 -4.503  0.00
H: 1.454 -2.005 -0.977  0.01
H: 2.797 -3.165 -0.992  0.00
H: 1.376 -3.437 -2.011  0.00


2.
Entry from OMol25: a molecular structure, C44H53F15N2O10Rb in a non-equilibrium geometry (ωB97M-V/def2-TZVPD).

Its total charge is +1. For the HOMO energy, the calculation gives -10.65 eV. As for the LUMO energy: -4.6794 eV.

Each line ends with the Mulliken charge.
Element x y z (Å)
C: 9.009 17.724 14.828  -0.65
N: 9.883 17.332 16.018  0.36
C: 10.854 16.376 15.904  -0.51
C: 11.793 16.216 16.919  0.14
C: 11.677 16.981 18.094  1.69
C: 10.729 17.977 18.144  -0.87
C: 9.868 18.144 17.100  -0.71
C: 12.639 16.820 19.231  0.35
C: 13.408 15.657 19.324  1.46
C: 14.215 15.406 20.433  -0.37
N: 14.298 16.333 21.390  0.12
C: 13.614 17.472 21.337  -0.36
C: 12.752 17.734 20.324  -1.10
C: 15.277 16.156 22.441  -0.91
H: 8.032 17.752 15.300  0.43
H: 9.061 16.859 14.136  0.01
H: 9.335 18.662 14.381  0.32
H: 10.630 15.673 14.981  0.61
H: 12.475 15.359 16.746  0.47
H: 10.683 18.610 19.040  0.43
H: 9.145 18.947 17.096  0.46
H: 13.413 14.981 18.485  -0.97
H: 14.843 14.513 20.498  0.62
H: 13.811 18.160 22.137  0.39
H: 12.217 18.669 20.378  0.42
H: 15.023 16.859 23.228  0.32
H: 16.297 16.393 22.094  0.34
H: 15.219 15.145 22.799  0.36
Rb: 11.832 12.291 14.814  -0.73
C: 8.773 14.311 14.244  -0.26
O: 8.840 12.848 14.414  0.87
O: 9.992 14.740 13.944  -1.03
C: 7.762 14.599 13.116  0.67
F: 7.723 15.936 12.910  -0.32
F: 7.984 13.990 12.025  -0.16
F: 6.533 14.226 13.530  -0.31
C: 7.775 11.991 14.923  -0.84
C: 8.472 10.772 15.538  0.07
H: 7.761 10.101 16.051  0.45
H: 8.994 10.269 14.736  -0.22
H: 9.197 11.169 16.253  -0.29
H: 7.153 11.718 14.075  0.31
H: 7.166 12.484 15.722  0.35
H: 8.234 14.760 15.144  -0.09
C: 14.681 13.092 16.692  -0.60
O: 14.537 12.104 15.622  1.21
O: 13.622 13.862 16.882  -1.14
C: 15.264 12.395 17.910  0.25
F: 16.415 11.869 17.549  -0.28
F: 15.535 13.296 18.871  -0.27
F: 14.566 11.458 18.481  -0.14
C: 15.661 11.450 15.056  -0.64
C: 15.352 11.035 13.638  -0.87
H: 16.109 10.296 13.352  0.49
H: 14.408 10.522 13.685  -0.02
H: 15.360 11.826 12.928  -0.09
H: 15.959 10.649 15.709  0.38
H: 16.534 12.122 15.108  0.44
H: 15.616 13.636 16.313  0.17
C: 12.774 12.581 10.858  0.25
C: 12.860 11.718 9.753  -0.72
C: 11.766 11.497 8.940  -0.38
C: 10.602 12.249 9.112  -0.65
C: 10.507 13.092 10.191  -0.38
C: 11.581 13.222 11.100  -0.43
H: 13.640 12.740 11.488  0.30
H: 13.765 11.169 9.556  0.45
H: 11.980 10.812 8.140  0.40
H: 9.738 12.198 8.471  0.42
H: 9.590 13.615 10.434  0.30
H: 11.485 13.907 11.940  0.46
C: 11.236 11.110 19.014  -0.63
C: 11.467 12.334 18.349  -0.10
C: 10.386 13.218 18.064  -0.40
C: 9.143 12.988 18.629  -0.42
C: 8.852 11.816 19.329  -0.96
C: 9.902 10.894 19.424  -0.35
H: 12.044 10.388 19.120  0.55
H: 12.478 12.599 18.034  0.68
H: 10.531 14.141 17.493  0.28
H: 8.344 13.685 18.398  0.39
H: 7.852 11.595 19.687  0.40
H: 9.690 9.916 19.854  0.38
C: 14.281 17.022 13.553  -1.52
C: 14.483 15.553 13.646  0.74
O: 15.880 15.225 13.816  -0.25
C: 16.393 14.469 12.893  0.49
O: 15.865 14.020 11.892  -0.57
C: 17.841 14.102 13.204  0.85
F: 18.625 14.434 12.157  -0.26
F: 18.320 14.892 14.240  -0.28
F: 18.039 12.790 13.462  -0.20
H: 14.524 17.482 14.519  0.35
H: 13.211 17.221 13.491  0.32
H: 14.794 17.475 12.692  0.40
H: 14.055 15.043 12.784  0.13
H: 14.026 15.087 14.535  -0.14
C: 8.634 9.556 10.456  -1.59
C: 9.648 9.549 11.583  0.49
O: 10.802 8.778 11.096  -0.29
C: 11.835 8.703 11.821  0.46
O: 12.007 9.200 12.965  -0.24
C: 12.993 7.907 11.193  0.66
F: 12.621 7.222 10.109  -0.26
F: 14.007 8.716 10.812  -0.20
F: 13.465 7.054 12.081  -0.24
H: 9.048 10.054 9.584  0.32
H: 7.825 10.219 10.760  0.39
H: 8.246 8.598 10.189  0.40
H: 9.205 9.038 12.419  0.30
H: 10.094 10.535 11.859  -0.11
C: 14.778 7.839 17.722  -1.43
C: 13.828 8.550 16.737  0.53
O: 12.560 7.814 16.752  -0.33
C: 11.576 8.446 16.311  0.34
O: 11.469 9.644 15.958  0.70
C: 10.290 7.608 16.265  0.58
F: 10.464 6.499 16.959  -0.26
F: 9.191 8.269 16.669  -0.20
F: 10.079 7.327 14.965  -0.21
H: 14.271 8.013 18.694  0.35
H: 15.745 8.324 17.752  0.39
H: 14.877 6.747 17.537  0.36
H: 14.218 8.510 15.685  0.18
H: 13.671 9.613 17.017  -0.22